ORCA calculation (ωB97M-V with the def2-TZVPD basis set) on an isolated molecule of C3H5BrO at a distorted geometry.

Structure (XYZ):
```
10
Properties=species:S:1:pos:R:3:mulliken_charge:R:1
C -1.395 0.443 0.252 -0.031
C 1.207 -0.232 0.321 -1.144
C -0.097 -0.284 -0.438 -0.069
O -2.280 -0.253 0.653 -0.423
Br 0.147 0.657 -2.154 -0.178
H -1.405 1.511 0.314 0.403
H 2.007 -0.798 -0.034 0.375
H 0.729 -0.542 1.212 0.331
H 1.466 0.789 0.475 0.344
H -0.381 -1.291 -0.601 0.394
```

The value obtained for the gap between HOMO and LUMO is 10.6 eV. The HOMO energy is -10.070 eV. Its multiplicity is 1. As for the SMILES: C[C@H](Br)C=O.

***

ORCA calculation (ωB97M-V with the def2-TZVPD basis set) on C37H30F5IN3O3PV as an isolated structure at a distorted geometry.

Structure (XYZ):
```
81
Properties=species:S:1:pos:R:3:lowdin_spin:R:1
V -1.591 0.058 -0.046 1.917
I -0.598 1.716 2.915 0.002
C 0.783 0.414 3.745 0.000
C 0.537 0.073 5.046 0.000
C 1.512 -0.586 5.826 0.000
C 2.744 -0.793 5.297 0.000
C 3.027 -0.451 3.949 0.000
C 4.351 -0.617 3.473 0.000
C 4.675 -0.308 2.190 0.000
C 3.645 0.060 1.307 0.000
C 2.339 0.208 1.705 -0.002
P 1.165 0.245 0.276 0.000
C 1.634 1.739 -0.654 0.002
C 2.072 2.861 0.047 0.000
C 2.292 4.062 -0.608 0.000
C 2.088 4.160 -1.977 0.000
C 1.655 3.048 -2.685 0.000
C 1.418 1.852 -2.026 0.000
C 1.828 -1.216 -0.625 0.001
C 2.503 -1.237 -1.837 0.000
C 2.907 -2.444 -2.401 0.000
C 2.652 -3.642 -1.756 0.000
C 2.001 -3.631 -0.526 0.000
C 1.595 -2.431 0.027 0.000
C 2.013 0.069 3.098 0.000
H -0.400 0.362 5.503 0.000
H 1.289 -0.853 6.850 0.000
H 3.540 -1.215 5.896 0.000
H 5.103 -0.979 4.162 0.000
H 5.690 -0.401 1.828 0.000
H 3.891 0.171 0.257 0.000
H 2.246 2.799 1.115 0.000
H 2.628 4.923 -0.047 0.000
H 2.267 5.095 -2.489 0.000
H 1.494 3.114 -3.753 0.000
H 1.046 1.007 -2.594 0.000
H 2.752 -0.317 -2.351 0.000
H 3.439 -2.437 -3.342 0.000
H 2.975 -4.576 -2.195 0.000
H 1.829 -4.558 0.005 0.000
H 1.123 -2.430 1.007 0.000
C -1.771 0.908 -4.317 0.001
C -1.717 1.203 -2.848 0.018
O -1.555 0.209 -2.099 0.007
C -1.831 2.556 -2.371 0.007
C -1.983 3.623 -3.285 0.003
C -2.011 4.922 -2.846 0.008
C -1.882 5.185 -1.473 0.004
C -1.746 4.174 -0.551 0.005
C -1.738 2.848 -0.997 -0.001
O -1.636 1.878 -0.112 0.009
H -1.493 -0.127 -4.495 0.000
H -1.103 1.557 -4.881 0.000
H -2.784 1.078 -4.688 0.001
H -2.077 3.423 -4.342 0.000
H -2.134 5.735 -3.546 0.000
H -1.894 6.211 -1.127 0.000
H -1.663 4.377 0.506 0.000
F -4.238 -1.332 -0.217 0.000
C -3.744 -0.032 -0.099 -0.016
F -4.203 0.627 -1.227 0.003
C -4.565 0.567 1.061 -0.001
F -5.872 0.379 0.905 -0.001
F -4.201 -0.004 2.225 0.001
F -4.347 1.885 1.168 0.000
C -1.521 -3.671 2.904 0.000
N -1.603 -3.525 1.447 0.001
C -1.829 -4.571 0.597 0.005
C -1.962 -4.396 -0.733 0.000
C -1.850 -3.061 -1.238 0.005
N -1.575 -2.065 -0.407 0.002
C -1.514 -2.278 0.921 0.009
O -1.382 -1.256 1.637 0.004
N -1.978 -2.772 -2.528 0.005
H -1.557 -4.732 3.137 0.000
H -2.355 -3.152 3.370 0.000
H -0.587 -3.239 3.257 0.000
H -1.903 -5.542 1.064 0.000
H -2.150 -5.232 -1.386 0.000
H -2.269 -3.473 -3.186 0.000
H -1.937 -1.801 -2.808 0.000
```

Its total charge is +1. The value obtained for the gap between HOMO and LUMO (spin up / spin down) is 7.6 / 7.3 eV. The HOMO energy (spin up / spin down) is -10.339 / -10.419 eV. Its multiplicity is 3.

***

Energy relative to the best compared isomer or geometry (same formula, charge and spin), respectively: 5.45; 0.00 kcal per mole.